Record 1
C30H2AuCl3F20GeOSSe | ωB97M-V/def2-TZVPD

Geometry (Å):
Au1 1.46 -1.41 -0.10
Se1 0.80 -3.71 1.30
Ge1 -0.77 1.53 -0.93
Cl1 6.55 -1.41 5.39
Cl2 1.58 -1.76 3.38
Cl3 5.80 -2.68 0.24
S1 0.38 -0.17 -1.68
F1 -0.82 6.29 1.27
F2 -2.53 4.04 -5.39
F3 1.50 3.02 -1.91
F4 -1.53 4.37 -0.54
F5 1.92 3.15 3.47
F6 -2.43 2.15 1.75
F7 -2.87 -4.88 -2.16
F8 -2.90 -0.01 -2.37
F9 0.90 5.66 3.30
F10 -2.96 2.49 -3.20
F11 1.23 1.27 1.59
F12 -2.14 -7.50 -2.31
F13 1.46 -6.67 0.63
F14 -6.58 0.28 0.57
F15 0.01 -8.40 -0.94
F16 -5.02 1.63 2.35
F17 -5.52 -0.58 -1.79
F18 -1.41 -3.16 -0.57
F19 -0.04 5.07 -5.87
F20 1.98 4.62 -4.07
O1 2.98 -2.51 0.93
C1 -3.44 0.40 -1.23
C2 3.76 -2.18 1.90
C3 4.13 -1.56 4.25
C4 -0.26 4.32 -4.79
C5 0.52 3.27 -2.80
C6 -1.73 2.97 -3.43
C7 -1.81 -5.31 -1.49
C8 -2.64 1.12 -0.35
C9 -0.65 4.09 0.43
C10 -5.31 0.53 0.27
C11 0.40 -6.24 -0.06
C12 0.56 4.74 2.39
C13 6.03 -1.97 2.81
C14 -0.31 5.07 1.36
C15 -1.07 -4.45 -0.69
C16 -1.43 -6.65 -1.57
C17 -0.71 2.69 -2.55
C18 5.50 -1.66 4.06
C19 5.18 -2.24 1.76
C20 -4.51 1.23 1.18
C21 3.29 -1.80 3.18
C22 -1.52 3.78 -4.55
C23 0.02 -4.90 0.05
C24 -0.12 2.81 0.48
C25 0.74 2.52 1.51
C26 -0.33 -7.11 -0.86
C27 0.77 4.08 -3.89
C28 1.09 3.46 2.48
C29 -4.77 0.11 -0.94
C30 -3.19 1.50 0.86
H1 7.09 -2.03 2.67
H2 3.71 -1.32 5.21

The LUMO energy (spin up / spin down) is -0.008 / -0.143 Ha. As for the highest occupied orbital energy (spin up / spin down): -8.92 / -8.44 eV. The spin multiplicity is 3. Its net charge is 0. Its orbital gap (spin up / spin down) is 8.72 / 4.56 eV. The value obtained for the energy above the lowest of the compared OMol25 structures with the same formula, charge and spin is 67.1 kJ/mol.

Atomic partial charges in e from the Mulliken method, atoms 1 to 8: Au 0.6962; Se 0.0272; Ge 0.7930; Cl -0.2004; Cl -0.1694; Cl -0.1858; S -0.5087; F -0.3039

***

Record 2
C16H24Cl6N3O8PZr | ωB97M-V/def2-TZVPD

Geometry (Å):
Zr1 0.55 0.52 0.13
Cl1 -1.37 -4.33 -2.67
Cl2 4.22 0.72 -4.07
Cl3 -2.36 -2.15 -4.46
Cl4 1.73 1.03 -5.59
Cl5 0.42 -2.96 -4.54
Cl6 2.97 3.31 -4.27
P1 -2.17 -0.71 1.34
O1 1.00 0.73 2.45
O2 -2.97 -1.39 0.15
O3 4.03 -1.70 -0.19
O4 1.94 -0.89 0.24
O5 0.31 2.58 0.06
O6 -1.59 0.66 0.60
O7 -0.59 -1.26 1.16
O8 1.02 4.54 0.90
N1 1.42 1.09 -1.99
N2 2.67 1.59 0.49
N3 -0.46 -0.87 -1.69
C1 2.66 3.01 -0.02
C2 3.11 1.66 1.96
C3 3.28 -0.79 -0.04
C4 1.25 3.51 0.35
C5 -1.09 -3.66 1.56
C6 -0.15 -2.52 1.67
C7 1.98 1.68 2.92
C8 2.68 1.60 -4.22
C9 3.66 0.70 -0.21
C10 -2.81 2.77 1.12
C11 -2.48 1.69 0.06
C12 -4.38 -1.70 0.35
C13 1.84 1.31 -3.03
C14 -4.70 -3.18 0.24
C15 -0.72 -1.71 -2.45
C16 -1.00 -2.71 -3.48
H1 3.77 0.86 -1.29
H2 0.94 -0.09 2.97
H3 -1.90 3.32 1.29
H4 -4.83 -1.09 -0.40
H5 -1.38 -3.89 0.52
H6 -0.69 -4.53 2.05
H7 -1.88 2.11 -0.76
H8 -2.08 -3.40 1.98
H9 0.81 -2.71 1.08
H10 -3.16 2.29 2.07
H11 -3.59 3.41 0.75
H12 3.42 3.59 0.46
H13 -5.72 -3.42 0.10
H14 0.22 -2.37 2.68
H15 3.81 2.51 2.06
H16 -3.32 1.18 -0.38
H17 -4.37 -3.70 1.14
H18 -4.74 -1.42 1.36
H19 4.66 0.89 0.26
H20 1.50 2.68 2.97
H21 2.36 1.38 3.90
H22 3.70 0.78 2.09
H23 2.79 3.11 -1.09
H24 -4.21 -3.67 -0.60

The LUMO energy is -0.235 Ha. As for the highest occupied orbital energy: -15.69 eV. Its net charge is +2. Its orbital gap is 9.31 eV. The value obtained for the energy above the lowest of the compared OMol25 structures with the same formula, charge and spin is 0.0 kJ/mol.

Atomic partial charges in e from the Mulliken method, atoms 1 to 8: Zr 2.0210; Cl -0.0695; Cl -0.0576; Cl -0.0395; Cl -0.0623; Cl -0.0529; Cl -0.0409; P -0.6420

***

Record 3
C39H51O2Zr | ωB97M-V/def2-TZVPD

Geometry (Å):
Zr1 -1.68 0.20 0.59
O1 7.20 -2.46 -0.27
O2 0.45 3.87 -5.18
C1 -1.24 2.33 1.91
C2 2.03 0.57 -3.19
C3 -4.79 0.05 3.33
C4 -1.06 -3.10 1.80
C5 -2.71 -1.41 2.89
C6 3.80 -2.33 -1.45
C7 6.00 -0.56 -1.23
C8 4.97 -2.77 -0.88
C9 -4.06 -0.96 1.07
C10 6.08 -1.89 -0.78
C11 2.75 1.81 -3.22
C12 -2.21 3.47 1.88
C13 -0.97 1.53 3.08
C14 -0.18 2.09 0.96
C15 -2.14 -2.08 1.74
C16 4.84 -0.15 -1.82
C17 -1.63 1.73 4.39
C18 -1.03 1.94 -5.18
C19 -2.86 1.35 -0.85
C20 -0.31 -0.74 -0.88
C21 0.67 1.07 1.52
C22 0.75 0.54 -3.84
C23 1.03 2.85 -4.50
C24 -3.07 -2.64 -0.65
C25 -2.34 -1.69 4.30
C26 -0.83 3.36 -5.71
C27 2.01 0.67 1.00
C28 -3.03 -1.86 0.63
C29 2.28 2.92 -3.88
C30 0.17 0.73 2.81
C31 0.13 2.91 -0.25
C32 5.40 -4.10 -0.34
C33 2.44 -0.62 -2.53
C34 0.25 1.67 -4.46
C35 -3.85 -0.69 2.46
C36 0.85 -0.19 3.76
C37 6.88 -3.88 0.01
C38 3.69 -0.99 -1.95
C39 -5.32 -0.65 0.34
H1 -1.62 4.06 -5.39
H2 -6.17 -1.23 0.72
H3 0.21 2.29 -1.16
H4 -1.89 1.91 -4.49
H5 1.87 0.16 3.99
H6 -2.72 1.65 4.29
H7 -0.63 3.68 -0.43
H8 -5.39 0.77 2.75
H9 -2.58 -0.84 4.94
H10 0.68 -0.28 -0.98
H11 -2.32 -3.44 -0.65
H12 -1.41 2.73 4.80
H13 -2.29 1.35 -1.80
H14 -2.69 3.61 2.85
H15 2.95 -3.01 -1.54
H16 -3.01 3.31 1.14
H17 0.95 -1.19 3.31
H18 2.85 3.84 -3.95
H19 -5.58 0.41 0.45
H20 3.71 1.89 -2.72
H21 -3.85 0.92 -1.08
H22 1.71 -1.43 -2.56
H23 7.10 -4.06 1.07
H24 2.16 1.02 -0.03
H25 -0.12 -1.82 -0.73
H26 -0.79 -0.66 -1.88
H27 0.17 -0.38 -3.86
H28 -1.26 -1.89 4.40
H29 -2.89 -2.01 -1.53
H30 -1.23 1.23 -5.99
H31 -1.31 1.00 5.14
H32 4.82 0.85 -2.23
H33 -5.49 -0.63 3.84
H34 0.31 -0.30 4.70
H35 -0.76 3.38 -6.81
H36 -4.06 -3.10 -0.79
H37 6.87 0.08 -1.13
H38 -4.25 0.61 4.10
H39 7.55 -4.48 -0.61
H40 -3.04 2.41 -0.61
H41 -1.70 4.41 1.61
H42 -0.29 -2.83 2.54
H43 2.82 1.11 1.61
H44 -0.55 -3.22 0.84
H45 1.10 3.41 -0.13
H46 -2.88 -2.56 4.70
H47 -5.22 -0.87 -0.73
H48 4.84 -4.37 0.56
H49 5.29 -4.91 -1.07
H50 2.13 -0.42 1.02
H51 -1.45 -4.09 2.08

The LUMO energy is 0.088 Ha. As for the highest occupied orbital energy: -1.52 eV. Its net charge is -1. Its orbital gap is 3.91 eV. The value obtained for the energy above the lowest of the compared OMol25 structures with the same formula, charge and spin is 0.0 kJ/mol.

Atomic partial charges in e from the Mulliken method, atoms 1 to 8: Zr -0.7875; O -0.5936; O -0.5981; C 0.9486; C 1.4230; C -1.9448; C -1.9765; C 1.1422

***

Record 4
C4H14N2OS | ωB97M-V/def2-TZVPD

Geometry (Å):
S1 -0.49 0.68 -0.20
O1 3.93 -1.03 1.76
N1 -2.67 1.69 -2.39
N2 0.86 -2.14 -0.04
C1 -2.52 2.29 -1.07
C2 3.13 -1.50 0.68
C3 -2.17 1.34 0.07
C4 1.67 -1.61 1.07
H1 -2.88 0.51 0.11
H2 3.69 -0.11 1.91
H3 -3.40 0.99 -2.37
H4 -2.17 1.85 1.04
H5 3.25 -0.89 -0.23
H6 -3.44 2.84 -0.83
H7 -0.71 -0.39 1.32
H8 -0.08 -1.81 0.13
H9 3.54 -2.49 0.42
H10 -1.82 1.19 -2.63
H11 1.60 -2.26 1.94
H12 1.08 -1.61 -0.88
H13 1.33 -0.61 1.34
H14 -1.73 3.05 -1.14

The LUMO energy is -0.035 Ha. As for the highest occupied orbital energy: -9.16 eV. Its net charge is 0. Its orbital gap is 8.22 eV. The value obtained for the energy above the lowest of the compared OMol25 structures with the same formula, charge and spin is 252.0 kJ/mol.

Atomic partial charges in e from the Mulliken method, atoms 1 to 8: S -0.3133; O -0.5060; N -0.5644; N -0.6879; C -0.8412; C -0.6195; C -0.3463; C 0.0240

***

Record 5
C5H12O2 | ωB97M-V/def2-TZVPD

Geometry (Å):
O1 -0.09 -1.02 1.86
O2 -0.54 -2.20 -1.54
C1 1.00 1.23 0.24
C2 1.23 0.27 -0.86
C3 -1.06 -0.09 1.35
C4 -0.49 1.23 0.84
C5 0.40 0.07 -1.88
H1 -0.64 0.39 -1.86
H2 -0.52 -1.74 -0.70
H3 -1.86 0.08 2.08
H4 1.74 1.18 1.09
H5 -0.18 -3.08 -1.39
H6 -1.46 -0.69 0.54
H7 -1.11 1.47 -0.03
H8 1.17 2.24 -0.17
H9 0.35 -0.58 2.60
H10 0.47 -0.61 -2.75
H11 -0.61 2.06 1.53
H12 2.21 -0.21 -0.95

The SMILES is C=CCCCO.O. The LUMO energy is 0.029 Ha. As for the highest occupied orbital energy: -9.07 eV. Its net charge is 0. Its orbital gap is 9.87 eV. The value obtained for the energy above the lowest of the compared OMol25 structures with the same formula, charge and spin is 221.3 kJ/mol.

Atomic partial charges in e from the Mulliken method, atoms 1 to 8: O -0.4967; O -0.6415; C -0.4599; C -0.0390; C -0.5448; C -0.5849; C -0.8165; H 0.2507

***

Record 6
CH2NO2S | ωB97M-V/def2-TZVPD

Geometry (Å):
S1 2.85 -0.34 -0.04
O1 1.38 1.72 0.11
O2 -0.98 0.21 -0.17
N1 0.32 -0.40 0.11
C1 1.43 0.49 0.15
H1 0.58 -1.00 -0.72
H2 -0.68 1.08 -0.35

The SMILES is [O-]C(=S)NO. The LUMO energy is 0.148 Ha. As for the highest occupied orbital energy: -3.32 eV. Its net charge is -1. Its orbital gap is 7.34 eV. The value obtained for the energy above the lowest of the compared OMol25 structures with the same formula, charge and spin is 115.9 kJ/mol.

The net atomic charges from Mulliken, expressed in e, are: S -0.6001; O -0.6426; O -0.3979; N -0.2818; C 0.3757; H 0.2520; H 0.2948

***

Please write out number 5 again, unchanged.
C5H12O2 | ωB97M-V/def2-TZVPD

Geometry (Å):
O1 -0.09 -1.02 1.86
O2 -0.54 -2.20 -1.54
C1 1.00 1.23 0.24
C2 1.23 0.27 -0.86
C3 -1.06 -0.09 1.35
C4 -0.49 1.23 0.84
C5 0.40 0.07 -1.88
H1 -0.64 0.39 -1.86
H2 -0.52 -1.74 -0.70
H3 -1.86 0.08 2.08
H4 1.74 1.18 1.09
H5 -0.18 -3.08 -1.39
H6 -1.46 -0.69 0.54
H7 -1.11 1.47 -0.03
H8 1.17 2.24 -0.17
H9 0.35 -0.58 2.60
H10 0.47 -0.61 -2.75
H11 -0.61 2.06 1.53
H12 2.21 -0.21 -0.95

The SMILES is C=CCCCO.O. The LUMO energy is 0.029 Ha. As for the highest occupied orbital energy: -9.07 eV. Its net charge is 0. Its orbital gap is 9.87 eV. The value obtained for the energy above the lowest of the compared OMol25 structures with the same formula, charge and spin is 221.3 kJ/mol.

Atomic partial charges in e from the Mulliken method, atoms 1 to 8: O -0.4967; O -0.6415; C -0.4599; C -0.0390; C -0.5448; C -0.5849; C -0.8165; H 0.2507

***

What is the formula in the fourth record?
C4H14N2OS

***

Look up the energy above the lowest of the compared OMol25 structures with the same formula, charge and spin of the second one.
0.0 kJ/mol